Entry 1:
{"formula": "C29H25Cl6GeN4O4SiTc", "method": "ωB97M-V with the def2-TZVPD basis set", "charge": -1, "s_squared": 0.764, "de_lowest_kj_mol": 0.00, "homo_lumo_gap_ha": [0.26707, 0.25759], "multiplicity": 2, "max_force_ev_per_a": 1.4, "species": ["Cl", "N", "H", "C", "H", "H", "C", "Cl", "Cl", "N", "Cl", "C", "C", "Si", "N", "C", "H", "H", "Ge", "C", "N", "C", "C", "C", "C", "Cl", "H", "H", "H", "H", "H", "C", "H", "C", "O", "H", "Tc", "C", "H", "C", "C", "H", "C", "H", "C", "O", "C", "H", "H", "C", "O", "C", "C", "H", "H", "C", "C", "H", "C", "Cl", "C", "H", "H", "C", "C", "H", "H", "O", "C", "H", "C"], "xyz": [[-0.98, -3.29, 5.32], [1.83, -1.55, -1.56], [-2.53, 2.92, -4.21], [-0.12, -2.34, 2.96], [-2.76, 0.48, 2.85], [0.62, -3.12, 3.01], [2.72, 2.67, 1.78], [4.04, 5.49, 5.02], [1.29, 3.47, -2.13], [0.65, -1.58, 0.73], [3.75, 1.07, -2.76], [-1.61, 2.19, -0.63], [-1.04, -2.19, 3.98], [1.81, 1.44, -1.97], [-1.14, 1.39, -1.58], [-1.49, 1.65, 0.76], [-1.19, 0.95, -3.59], [4.65, -4.07, -2.44], [-2.74, -2.07, -1.15], [3.91, 3.37, 1.65], [-1.12, 0.36, 0.68], [-4.03, -0.63, -0.74], [3.85, -3.38, -2.19], [-1.99, -1.19, 3.93], [-2.49, -3.23, 0.42], [-3.16, -1.00, 5.20], [-3.17, 4.56, -2.43], [0.99, 2.30, 3.00], [-4.14, 0.05, -1.58], [-1.48, -3.62, 0.47], [-2.96, -4.05, -2.79], [3.52, 4.39, 3.77], [5.25, 4.78, 2.56], [2.39, -2.33, -0.62], [2.26, -2.99, 1.63], [-3.71, -2.61, -3.49], [0.26, -0.24, -0.76], [2.23, -1.74, -2.83], [-2.61, 3.96, -0.03], [-1.03, -1.45, -1.89], [-1.11, -0.44, 1.83], [3.50, -2.73, -4.22], [-1.52, 1.64, -2.83], [4.50, 3.24, 0.75], [3.42, -3.23, -0.89], [2.79, 1.90, -0.45], [3.22, -2.64, -3.18], [1.71, 3.87, 4.79], [-3.71, -0.05, 0.13], [-2.03, -0.31, 2.86], [-1.79, 2.32, 1.74], [1.92, 2.84, 2.91], [-2.26, 2.76, -3.18], [-4.57, -3.54, -2.25], [-1.28, -0.89, -2.80], [-3.59, -3.18, -2.57], [2.32, 3.72, 3.91], [-3.18, -4.08, 0.37], [-2.30, 3.36, -0.88], [1.04, 1.00, -4.06], [-2.62, 3.66, -2.19], [1.75, -1.13, -3.57], [-0.53, -2.37, -2.21], [-0.15, -1.47, 1.86], [1.77, -2.32, 0.72], [3.81, -3.80, -0.07], [-2.69, -2.70, 1.36], [1.42, 0.88, 0.93], [2.26, 1.74, 0.71], [-5.00, -1.07, -0.52], [4.33, 4.23, 2.65]]}

---

Entry 2:
{"formula": "C7H12F12N2O11S4V", "method": "ωB97M-V with the def2-TZVPD basis set", "charge": 0, "s_squared": 3.754, "de_lowest_kj_mol": 155.73, "homo_lumo_gap_ha": [0.32595, 0.38479], "multiplicity": 4, "max_force_ev_per_a": 6.2, "species": ["O", "O", "C", "S", "H", "C", "H", "F", "F", "H", "C", "F", "H", "F", "H", "H", "O", "H", "F", "C", "F", "S", "O", "F", "H", "F", "O", "F", "F", "O", "F", "S", "C", "O", "F", "H", "N", "H", "H", "S", "O", "C", "V", "O", "O", "N", "H", "O", "C"], "xyz": [[-2.24, 0.36, -0.62], [-2.50, 1.69, 3.53], [-0.49, -0.04, 4.15], [-0.24, -2.97, 0.15], [-0.67, 1.56, -2.27], [-1.30, 3.90, 1.03], [3.15, -0.81, -0.71], [0.33, 0.88, 4.68], [-2.52, 3.89, 1.56], [2.13, 1.97, -2.51], [3.14, -0.17, 0.17], [0.29, -0.90, 3.49], [-4.20, -0.02, -0.14], [-1.35, 3.52, -0.24], [3.96, 0.53, -0.03], [-2.49, 1.23, -0.93], [1.93, 0.54, 0.37], [0.87, 2.29, -3.67], [2.23, -2.86, 1.36], [1.53, -3.63, 0.55], [2.38, -1.59, -2.86], [-0.02, -2.57, -2.37], [-1.12, -4.06, -0.22], [2.23, -3.89, -0.54], [1.09, 3.33, -2.25], [-1.22, -0.61, 5.09], [-1.26, -2.34, -3.10], [-0.79, 5.11, 1.13], [1.41, -2.37, -4.63], [-2.39, -0.36, 2.17], [0.79, -0.47, -3.90], [-1.69, 0.69, 2.87], [1.20, -1.66, -3.51], [-0.14, 3.27, 3.37], [1.29, -4.79, 1.16], [3.50, -0.72, 1.04], [-0.07, -1.70, -1.03], [-3.16, -1.47, -0.32], [2.17, 1.39, 0.78], [-0.08, 2.77, 2.02], [0.43, -3.92, -2.37], [1.09, 2.29, -2.61], [-0.18, 0.16, -0.08], [1.22, 2.92, 1.38], [0.15, 1.61, -1.77], [-0.57, 1.31, 1.67], [-3.76, -0.49, -1.74], [-0.65, -2.35, 1.40], [-3.40, -0.49, -0.71]]}

---

Entry 3:
{"formula": "C15H19N7O6", "method": "ωB97M-V with the def2-TZVPD basis set", "charge": 0, "de_lowest_kj_mol": 0.00, "homo_lumo_gap_ha": 0.20017, "max_force_ev_per_a": 3.0, "species": ["H", "O", "C", "H", "C", "N", "H", "O", "C", "N", "N", "C", "O", "H", "H", "C", "N", "H", "H", "C", "H", "C", "C", "C", "O", "H", "H", "C", "O", "C", "C", "H", "C", "H", "H", "N", "H", "H", "N", "H", "H", "N", "H", "O", "H", "C", "C"], "xyz": [[-3.37, -1.14, 1.27], [-1.11, -0.07, -2.54], [0.76, 1.43, -2.57], [-3.15, -1.49, 2.98], [-3.01, -0.71, 2.21], [2.28, 4.86, -2.47], [-0.65, -1.79, 3.25], [-1.34, 2.20, -2.53], [0.52, -4.15, 0.06], [4.37, 0.52, -2.45], [-0.55, 3.34, -2.53], [-0.76, -2.45, 1.22], [4.19, -0.69, -2.72], [-0.17, -4.34, 2.16], [-2.79, 2.01, 3.94], [3.18, 1.35, -2.44], [-0.51, -2.04, -0.11], [-2.74, 2.48, 2.22], [-0.84, 0.77, 3.73], [0.73, 2.84, -2.54], [-0.99, -1.26, -0.54], [-0.62, -1.32, 2.24], [-1.33, 0.93, 2.75], [-2.68, 1.64, 2.92], [5.49, 0.99, -2.19], [-1.79, -2.85, 1.35], [0.93, -2.63, -1.49], [1.94, 0.68, -2.52], [1.64, 5.89, -2.52], [3.20, 2.80, -2.40], [0.24, -3.60, 1.46], [-0.62, -3.45, -1.68], [1.98, 3.51, -2.46], [1.57, -4.41, -0.07], [-0.09, -5.05, -0.11], [-1.61, -0.32, 2.08], [0.38, -0.86, 2.11], [1.16, -3.17, 1.89], [-0.57, 1.03, -2.56], [-4.37, 0.90, 1.74], [-4.42, 0.40, 3.44], [4.26, 3.67, -2.37], [-0.61, 1.51, 2.14], [3.68, 4.91, -2.41], [1.88, -0.41, -2.58], [0.08, -3.05, -0.93], [-3.76, 0.58, 2.59]]}

---

Entry 4:
{"formula": "C9H11FN2", "method": "ωB97M-V with the def2-TZVPD basis set", "charge": 0, "de_lowest_kj_mol": 340.81, "homo_lumo_gap_ha": 0.33825, "max_force_ev_per_a": 5.6, "species": ["H", "C", "H", "H", "H", "C", "C", "C", "H", "H", "H", "N", "C", "C", "F", "C", "H", "H", "N", "C", "C", "H", "H"], "xyz": [[1.39, 2.37, 2.51], [0.28, 0.05, -1.18], [1.48, -1.85, 3.12], [-1.24, 1.72, -1.35], [1.00, -2.01, 0.43], [1.26, -1.01, 2.42], [1.05, 1.31, 2.25], [0.89, -1.06, 1.05], [-1.61, -1.31, -2.48], [-4.00, -0.34, -0.68], [1.59, 0.41, 4.06], [-2.84, -0.90, -0.83], [0.56, 0.08, 0.28], [0.47, 1.26, 1.04], [0.75, -0.30, -3.42], [1.06, -0.47, -2.07], [0.03, 2.18, 0.52], [-2.31, -1.00, 0.13], [-1.97, -0.36, -1.96], [-0.92, 0.73, -1.85], [1.42, 0.25, 3.01], [-0.53, 1.06, -2.84], [2.20, -0.82, -2.14]]}

---

Entry 5:
{"formula": "C4H6AlO7", "method": "ωB97M-V with the def2-TZVPD basis set", "charge": 0, "s_squared": 0.753, "de_lowest_kj_mol": 0.00, "homo_lumo_gap_ha": [0.27162, 0.16644], "multiplicity": 2, "max_force_ev_per_a": 13.0, "species": ["O", "H", "O", "H", "H", "Al", "O", "C", "O", "H", "O", "O", "C", "O", "H", "H", "C", "C"], "xyz": [[2.57, -1.87, -1.48], [-0.05, -0.88, -2.00], [-1.71, 2.95, 1.12], [0.85, -0.93, 1.80], [-0.54, -1.26, 0.74], [-2.87, 3.70, 0.27], [-0.38, -1.75, -2.20], [0.34, -0.61, 0.88], [-1.01, 1.14, -0.04], [2.89, -2.76, -1.69], [-2.59, 2.47, -0.83], [1.40, -2.97, 0.11], [-1.77, 2.22, 0.10], [1.25, -0.73, -0.20], [-0.61, 0.94, 1.99], [0.76, 1.51, 0.99], [1.56, -1.98, -0.59], [-0.10, 0.82, 1.02]]}

---

Entry 6:
{"formula": "C4H5NO", "method": "ωB97M-V with the def2-TZVPD basis set", "charge": 0, "de_lowest_kj_mol": 258.42, "homo_lumo_gap_ha": 0.39171, "max_force_ev_per_a": 1.8, "species": ["H", "H", "H", "H", "C", "O", "C", "N", "C", "C", "H"], "xyz": [[3.72, 0.19, -0.18], [-2.88, 0.76, -0.33], [1.15, 1.03, 0.33], [-2.70, -0.93, 0.22], [2.11, -0.75, -0.30], [1.64, -1.78, -0.56], [-2.40, 0.10, 0.40], [2.73, 0.29, -0.05], [-0.96, 0.25, 0.30], [0.20, 0.54, 0.27], [-2.71, 0.40, 1.40]]}

---

Entry 7:
{"formula": "C4H10N2O", "method": "ωB97M-V with the def2-TZVPD basis set", "charge": 0, "de_lowest_kj_mol": 396.78, "homo_lumo_gap_ha": 0.32447, "max_force_ev_per_a": 3.8, "species": ["H", "H", "H", "O", "H", "N", "H", "H", "H", "H", "N", "H", "H", "C", "C", "C", "C"], "xyz": [[-1.00, -2.26, 0.21], [2.47, 1.12, 0.36], [0.47, -1.74, 1.15], [0.61, 1.07, 1.78], [2.62, 0.18, -1.14], [0.67, 0.54, -0.46], [-1.74, -0.04, 1.76], [2.12, 1.89, -1.19], [-2.40, 0.93, -0.92], [-2.81, -0.61, -0.43], [-2.12, 0.13, -0.36], [0.05, 0.56, -1.26], [0.41, -1.82, -0.68], [-0.11, -1.64, 0.25], [2.04, 0.96, -0.63], [-0.01, 0.72, 0.79], [-1.27, 0.01, 0.78]]}

---

Entry 8:
{"formula": "CBrF2O2S", "method": "ωB97M-V with the def2-TZVPD basis set", "charge": -1, "de_lowest_kj_mol": 158.25, "homo_lumo_gap_ha": 0.28293, "max_force_ev_per_a": 3.2, "species": ["Br", "F", "S", "O", "C", "F", "O"], "xyz": [[-1.06, -0.21, 2.21], [-0.69, 1.79, 0.07], [1.16, 0.00, -0.50], [1.16, -1.06, -1.53], [-0.74, -0.25, 0.33], [-1.76, -0.44, -0.46], [2.02, -0.16, 0.72]]}

---

Entry 9:
{"formula": "C3H7O", "method": "ωB97M-V with the def2-TZVPD basis set", "charge": -2, "s_squared": 0.751, "de_lowest_kj_mol": 46.85, "homo_lumo_gap_ha": [0.09135, 0.23048], "multiplicity": 2, "max_force_ev_per_a": 2.9, "species": ["H", "H", "H", "C", "O", "H", "C", "H", "H", "C", "H"], "xyz": [[-3.09, 0.49, 0.00], [-1.36, 0.65, 0.41], [1.37, -1.34, 0.28], [-2.19, -0.07, 0.25], [3.36, 0.47, 0.56], [-1.83, -0.72, -0.69], [2.26, 0.58, -0.02], [-2.62, -0.61, 1.12], [0.85, -0.57, -1.10], [1.12, -0.29, -0.02], [2.12, 1.40, -0.79]]}

---

Entry 10:
{"formula": "C2H3Yb", "method": "ωB97M-V with the def2-TZVPD basis set", "charge": 1, "s_squared": 2.015, "de_lowest_kj_mol": 1.33, "homo_lumo_gap_ha": [0.24773, 0.25147], "multiplicity": 3, "max_force_ev_per_a": 3.5, "species": ["H", "Yb", "H", "H", "C", "C"], "xyz": [[-0.45, -1.66, 0.00], [1.44, 1.71, 0.27], [1.53, -0.69, -0.05], [-1.75, 0.76, 0.01], [-0.07, -0.64, -0.11], [-0.69, 0.53, -0.13]]}

---

Entry 11:
{"formula": "C5H12NO", "method": "ωB97M-V with the def2-TZVPD basis set", "charge": -1, "de_lowest_kj_mol": 265.16, "homo_lumo_gap_ha": 0.25216, "max_force_ev_per_a": 6.0, "species": ["H", "C", "H", "H", "C", "H", "C", "H", "H", "C", "O", "H", "N", "H", "H", "H", "H", "H", "C"], "xyz": [[-1.40, 1.01, 1.74], [1.85, -0.80, -0.49], [-1.58, 0.34, -0.89], [1.72, 0.82, -1.91], [0.95, 0.24, -1.42], [-0.85, -1.83, 1.20], [-1.51, -1.02, 1.43], [1.57, -1.87, -0.73], [-2.48, -1.35, 1.00], [0.16, 1.47, -0.93], [1.72, -0.55, 0.84], [0.62, 2.05, -0.09], [-1.13, 1.03, -0.25], [-0.21, 2.01, -1.73], [0.06, -0.32, -1.92], [-1.69, -0.97, 2.58], [0.25, 0.09, 1.19], [2.83, -0.67, -0.66], [-0.88, 0.33, 1.06]]}

---

Entry 12:
{"formula": "C8H14F5N6S", "method": "ωB97M-V with the def2-TZVPD basis set", "charge": 1, "homo_lumo_gap_ha": 0.36655, "max_force_ev_per_a": 0.9, "species": ["H", "N", "H", "H", "N", "S", "C", "C", "N", "F", "C", "C", "N", "C", "H", "H", "F", "H", "F", "H", "N", "F", "N", "C", "C", "F", "H", "H", "H", "H", "H", "H", "H", "C"], "xyz": [[1.47, 2.13, 3.16], [-0.81, -0.51, -1.11], [0.16, -3.99, -1.61], [0.54, 3.31, -0.71], [1.29, 0.19, -0.88], [2.98, 0.21, -0.91], [1.77, 2.02, 2.12], [-0.82, 0.73, -0.59], [0.43, 1.23, -0.49], [-1.80, 1.33, 2.35], [-2.49, 2.40, 1.93], [0.65, -3.26, -0.97], [0.88, -2.03, -1.78], [1.00, 2.53, -0.12], [3.12, 0.80, -2.11], [1.89, -3.89, 0.70], [-3.73, 2.26, 2.34], [2.80, 2.36, 2.01], [-3.75, 2.60, -0.05], [2.09, -4.86, -0.74], [-2.03, 1.28, -0.32], [-1.79, 3.56, -0.07], [0.83, 2.78, 1.28], [1.94, -3.85, -0.39], [0.47, -0.84, -1.28], [-1.99, 3.49, 2.47], [0.99, 3.77, 1.41], [1.80, -1.99, -2.19], [1.70, 0.96, 1.87], [2.81, -3.24, -0.65], [-2.79, 0.70, -0.62], [2.04, 2.48, -0.44], [-0.06, -2.99, -0.18], [-2.47, 2.47, 0.35]]}